Density functional theory data (ωB97M-V/def2-TZVPD) for 2 unconnected molecules or ions with the total composition C10H13O2 at a distorted geometry.

Last column: Löwdin spin population.
Element x y z (Å)
O1 3.146 1.202 2.415  0.0004
O2 0.906 0.967 2.360  0.0017
C1 -2.107 0.226 0.123  0.1660
C2 -2.705 0.808 1.319  0.0445
C3 -1.170 -1.557 -1.201  0.2099
C4 3.423 -0.293 -0.110  0.0005
C5 -0.846 -0.711 -2.267  0.1658
C6 -1.102 0.648 -2.084  0.0527
C7 2.181 -0.411 0.855  0.0032
C8 -1.837 -1.081 -0.101  0.0389
C9 2.063 0.682 2.048  0.0014
C10 -1.755 1.122 -0.971  0.1932
H1 4.117 0.305 0.523  0.0001
H2 -1.979 2.153 -0.870  0.0394
H3 1.255 -0.389 0.323  0.0008
H4 -3.641 1.297 1.153  0.0284
H5 2.391 -1.368 1.230  0.0018
H6 -1.996 1.551 1.676  0.0087
H7 -0.854 1.453 -2.855  -0.0012
H8 3.083 0.147 -1.075  0.0006
H9 3.776 -1.266 -0.495  0.0006
H10 -2.772 0.009 2.082  -0.0002
H11 -2.062 -1.864 0.642  -0.0028
H12 -1.088 -2.569 -1.532  0.0207
H13 -0.426 -1.063 -3.190  0.0251

Results
- energy above the lowest of the compared OMol25 structures with the same formula, charge and spin (kJ/mol) = 123.39
- expectation value of S² = 0.76
- highest occupied orbital energy (spin up / spin down) (eV) = 3.69 / -0.71
- 2S+1 = 2
- net charge = -2
- orbital gap (spin up / spin down) (eV) = 2.832 / 7.136